DFT (ωB97M-V with the def2-TZVPD basis set) results for a structure of composition C19H49O13V2.

Computed properties:
Total charge ... +1
DFT total energy ... -3619.0717 a.u.
Energy relative to the best compared isomer or geometry (same formula, charge and spin) ... 0.0 kJ/mol
Orbital gap ... 4.20 eV

Cartesian coordinates (Å):
O  4.192  1.551  -1.031
V  4.751  0.117  -0.549
O  5.029  0.170  1.034
O  1.810  -3.916  -3.593
V  2.717  -2.604  -3.660
O  2.178  -1.757  -4.867
O  0.504  -0.884  -0.109
C  1.609  -1.004  -0.845
O  1.463  -1.387  -2.045
O  2.716  -0.778  -0.279
H  -0.220  -1.138  -0.716
C  -4.192  -1.089  -2.141
C  -4.770  -0.832  -0.745
C  -3.863  0.094  0.092
O  -6.085  -0.285  -0.881
H  -3.152  -1.374  -1.951
H  -4.115  -0.170  -2.724
H  -4.733  -1.887  -2.641
H  -4.862  -1.830  -0.314
H  -2.880  -0.384  0.052
H  -4.117  0.179  1.145
H  -3.893  1.046  -0.438
H  -6.007  0.628  -1.176
C  -1.448  -1.867  2.715
C  -1.533  -0.747  3.759
C  -0.185  -0.338  4.359
O  -2.116  0.394  3.132
H  -2.349  -1.827  2.101
H  -1.374  -2.850  3.185
H  -0.630  -1.758  2.000
H  -2.254  -1.028  4.528
H  0.453  -0.062  3.513
H  0.264  -1.195  4.866
H  -0.233  0.527  5.017
H  -1.466  0.799  2.536
C  2.892  1.712  2.834
C  2.494  3.150  2.612
C  2.891  3.639  1.210
O  1.103  3.320  2.819
H  2.556  1.317  3.792
H  3.975  1.567  2.836
H  2.504  1.155  1.973
H  3.025  3.712  3.382
H  2.574  2.911  0.465
H  3.958  3.857  1.136
H  2.392  4.594  1.041
H  0.606  2.695  2.269
C  1.909  -3.926  2.209
C  2.706  -4.396  0.979
C  1.789  -4.672  -0.220
O  3.582  -3.301  0.647
H  1.498  -2.925  2.063
H  2.534  -3.926  3.098
H  1.050  -4.592  2.317
H  3.347  -5.235  1.240
H  1.166  -5.547  -0.047
H  2.389  -4.753  -1.127
H  1.130  -3.809  -0.346
H  3.105  -2.473  0.560
C  -1.903  1.343  -4.821
C  -0.720  0.502  -4.348
C  0.571  1.342  -4.312
O  -0.951  0.094  -3.006
H  -2.871  0.846  -4.782
H  -1.660  1.554  -5.866
H  -1.998  2.308  -4.324
H  -0.565  -0.366  -4.995
H  0.829  1.724  -5.301
H  1.423  0.768  -3.932
H  0.525  2.171  -3.606
H  -0.143  -0.247  -2.616
C  -1.947  3.167  0.826
C  -1.023  2.186  0.102
C  -0.108  2.847  -0.930
O  -0.254  1.507  1.113
H  -1.357  3.870  1.422
H  -2.655  2.670  1.485
H  -2.439  3.847  0.129
H  -1.646  1.421  -0.369
H  -0.719  3.288  -1.723
H  0.576  2.149  -1.417
H  0.459  3.695  -0.545
H  0.190  0.728  0.747

DFT (ωB97M-V with the def2-TZVPD basis set) results for a cluster of 9 separate species, C19H51NO8S7 in total.

Computed properties:
DFT total energy ... -4198.1808 a.u.
Energy relative to the best compared isomer or geometry (same formula, charge and spin) ... 19.3 kJ/mol
Orbital gap ... 7.47 eV

Cartesian coordinates (Å):
C  1.358  3.753  -2.019
O  1.323  2.457  -2.601
H  2.257  4.293  -2.335
H  0.432  4.297  -2.209
H  1.526  3.595  -0.948
H  0.713  2.507  -3.373
N  -0.002  -2.184  -4.008
C  -0.007  -0.855  -4.399
C  1.292  -0.477  -4.637
C  2.100  -1.587  -4.343
C  1.284  -2.634  -4.030
H  -0.833  -2.741  -3.938
H  -0.946  -0.332  -4.428
H  1.665  0.518  -4.811
H  3.178  -1.628  -4.358
H  1.516  -3.606  -3.623
C  -5.196  3.512  -0.263
S  -4.246  3.179  1.286
O  -2.809  2.932  0.940
C  -4.285  4.802  2.121
H  -5.558  2.650  -0.816
H  -4.596  4.109  -0.955
H  -6.016  4.196  -0.030
H  -3.582  4.667  2.941
H  -5.270  5.048  2.518
H  -3.978  5.670  1.537
C  4.984  -2.963  1.967
S  3.933  -4.372  1.501
O  2.561  -3.888  1.822
C  4.014  -4.121  -0.309
H  4.423  -2.032  2.008
H  5.802  -2.887  1.244
H  5.411  -3.143  2.952
H  5.016  -4.413  -0.644
H  3.817  -3.067  -0.497
H  3.357  -4.771  -0.884
C  -0.699  -4.874  -0.948
S  0.261  -5.614  0.415
O  -0.251  -4.851  1.598
C  -0.635  -7.182  0.365
H  -0.679  -3.797  -0.774
H  -1.759  -5.128  -0.925
H  -0.235  -5.006  -1.929
H  -0.412  -7.531  -0.645
H  -1.695  -6.978  0.520
H  -0.343  -7.873  1.152
C  3.675  0.942  2.496
S  2.439  0.219  3.583
O  2.708  -1.261  3.606
C  2.923  0.827  5.194
H  4.640  0.460  2.673
H  3.777  2.013  2.686
H  3.388  0.800  1.458
H  2.997  1.904  4.998
H  3.925  0.488  5.460
H  2.201  0.621  5.976
C  -2.580  3.909  -5.025
S  -2.058  2.210  -4.478
O  -0.539  2.239  -4.519
C  -2.460  2.607  -2.723
H  -2.290  4.066  -6.058
H  -2.024  4.608  -4.403
H  -3.624  3.971  -4.720
H  -2.042  1.865  -2.043
H  -3.520  2.359  -2.563
H  -2.394  3.649  -2.428
C  -2.794  0.213  3.866
S  -1.423  0.489  5.061
O  -0.363  -0.510  4.795
C  -0.861  1.980  4.301
H  -2.285  0.023  2.919
H  -3.416  1.107  3.820
H  -3.426  -0.625  4.148
H  0.053  2.255  4.824
H  -1.573  2.796  4.174
H  -0.588  1.756  3.265
C  -0.469  1.263  0.369
S  0.701  -0.125  0.560
O  0.150  -1.070  1.596
C  0.332  -0.952  -1.032
H  -0.287  1.814  -0.558
H  -0.397  2.008  1.157
H  -1.484  0.874  0.309
H  0.534  -0.345  -1.915
H  -0.711  -1.264  -0.993
H  0.977  -1.829  -1.046

DFT (ωB97M-V with the def2-TZVPD basis set) results for a cluster of 6 separate species, C19H51NO9 in total.

Computed properties:
SMILES ... COCCNCCOC.CC(C)O.CC(C)O.CC(C)O.OCCO.OCCO
DFT total energy ... -1486.3430 a.u.
Energy relative to the best compared isomer or geometry (same formula, charge and spin) ... 0.0 kJ/mol
Orbital gap ... 9.94 eV

Cartesian coordinates (Å):
C  -1.560  3.157  -2.170
O  -2.242  1.956  -1.897
C  -3.062  2.057  -0.745
C  -3.867  0.794  -0.600
N  -2.962  -0.326  -0.667
C  -3.582  -1.636  -0.755
C  -2.563  -2.729  -0.944
O  -1.617  -2.322  -1.898
C  -0.735  -3.358  -2.220
H  -0.953  2.982  -3.056
H  -0.909  3.439  -1.335
H  -2.271  3.963  -2.382
H  -3.713  2.945  -0.737
H  -2.393  2.197  0.124
H  -4.636  0.751  -1.387
H  -4.340  0.874  0.384
H  -2.280  -0.167  -1.397
H  -4.267  -1.666  -1.620
H  -4.133  -1.823  0.167
H  -3.033  -3.659  -1.291
H  -2.054  -3.000  -0.005
H  -0.033  -2.980  -2.962
H  -1.250  -4.212  -2.681
H  -0.169  -3.705  -1.348
C  -3.245  -0.754  -4.940
C  -2.372  0.478  -5.063
C  -0.946  0.245  -4.544
O  -2.275  0.854  -6.471
H  -2.935  -1.531  -5.639
H  -4.285  -0.514  -5.177
H  -3.175  -1.130  -3.918
H  -2.779  1.356  -4.545
H  -0.536  -0.661  -4.987
H  -0.930  0.096  -3.451
H  -0.319  1.139  -4.620
H  -1.698  1.618  -6.543
C  2.497  -2.543  3.159
C  1.747  -2.088  4.383
C  1.259  -3.266  5.226
O  2.561  -1.206  5.160
H  1.875  -3.299  2.667
H  3.446  -3.047  3.345
H  2.652  -1.724  2.458
H  0.824  -1.580  4.049
H  0.463  -3.855  4.771
H  0.849  -2.898  6.177
H  2.095  -3.921  5.494
H  2.070  -0.975  5.955
C  2.504  3.303  3.546
C  1.223  3.161  4.363
C  1.489  2.564  5.727
O  0.555  4.399  4.522
H  2.335  3.900  2.646
H  2.806  2.315  3.192
H  3.304  3.726  4.153
H  0.538  2.505  3.817
H  1.853  3.280  6.463
H  2.074  1.644  5.715
H  0.513  2.265  6.141
H  1.114  5.097  4.170
O  -1.274  -0.390  1.696
C  -0.088  0.352  1.508
C  0.938  -0.269  0.591
O  0.797  0.039  -0.779
H  -1.852  -0.356  0.885
H  -0.309  1.376  1.168
H  0.399  0.426  2.488
H  0.905  -1.359  0.765
H  1.947  0.039  0.879
H  -0.020  -0.378  -1.097
O  5.213  -0.503  -1.190
C  4.199  0.316  -1.723
C  3.277  -0.436  -2.657
O  4.019  -0.963  -3.765
H  5.608  -0.967  -1.939
H  3.641  0.762  -0.900
H  4.653  1.145  -2.292
H  2.504  0.268  -2.986
H  2.816  -1.295  -2.183
H  4.101  -0.293  -4.449